1.
The following is a DFT calculation (the ωB97M-V functional and the def2-TZVPD basis) of C4H5LiO2Tb as an isolated structure in a non-equilibrium geometry.

Last column: Löwdin charge in e.
CARTESIAN COORDINATES (ANGSTROEM)
C (-0.919341, 1.205047, -0.038933)  -0.210
Tb (3.074482, -2.297739, 3.248403)  1.809
H (0.432172, 0.744324, -1.719939)  0.189
H (-1.182021, -0.088136, -1.705961)  0.121
C (1.264690, -0.809100, 0.540881)  -0.361
O (-1.935309, 1.881312, -0.192210)  -0.072
H (-0.324381, 1.352786, 0.882688)  0.142
Li (-3.341948, 2.158159, -1.326604)  0.882
C (-0.388173, 0.238780, -1.020700)  -0.171
O (1.722618, -1.739555, 1.326065)  -0.465
H (1.841033, 0.132283, 0.494974)  0.124
C (0.148046, -0.914686, -0.227090)  -0.108
H (-0.391872, -1.863469, -0.261573)  0.119

Forces on the atoms, in the same order (eV/Å):
C -0.2 1.4 -0.2
Tb -1.8 0.6 -2.6
H -1.6 -0.7 1.6
H 0.2 0.1 0.1
C -1.3 1.0 -1.4
O 0.2 -0.6 0.0
H -0.3 -0.1 -0.2
Li 0.0 0.1 0.1
C 1.4 0.2 -1.5
O 2.4 -1.5 3.4
H -0.1 -0.2 0.0
C 1.1 -0.7 0.5
H 0.1 0.3 0.1

Results
- ⟨S²⟩: 15.77
- Relative energy (zero: lowest compared OMol25 entry of this formula, charge and spin): 0.00 kJ/mol
- Total energy: -1137.265307 Ha
- Frontier orbital gap (spin up / spin down): 7.023 / 5.670 eV
- Net charge: +2
- 2S+1: 8
- HOMO energy (spin up / spin down): -0.5146 / -0.5156 Ha

=====

2.
The following is a DFT calculation (the ωB97M-V functional and the def2-TZVPD basis) of C4H5LiO2Zn as an isolated structure in a non-equilibrium geometry.

Last column: Löwdin charge in e.
CARTESIAN COORDINATES (ANGSTROEM)
Zn (0.425417, -0.633492, -2.953985)  1.215
C (-0.138959, -0.901708, 0.616343)  -0.277
C (-0.067449, 1.458715, -0.166658)  -0.128
C (0.019523, 0.520675, 1.030235)  -0.110
H (-1.009170, 2.029778, -0.157752)  0.164
H (-1.214399, -1.412408, 1.119875)  0.223
Li (1.143973, -3.444243, -0.081904)  0.878
O (0.772664, -1.697226, 0.523193)  -0.080
H (-0.748688, 0.723083, 1.791697)  0.151
H (0.989369, 0.597727, 1.548547)  0.154
H (0.750229, 2.197670, -0.187677)  0.141
O (-0.893484, -0.189730, -1.599056)  -0.157
C (-0.029027, 0.751158, -1.482855)  -0.173

Forces on the atoms, in the same order (eV/Å):
Zn 0.4 1.3 -0.4
C -3.6 -2.3 5.5
C 1.2 2.0 -0.9
C 0.5 0.0 -0.1
H 0.1 -0.1 -0.2
H 2.3 1.4 -2.4
Li 0.1 -0.1 0.6
O 0.8 -0.5 -1.9
H 0.1 0.1 -0.5
H -0.2 0.0 -0.4
H -0.4 -0.1 0.4
O 0.1 0.5 0.0
C -1.4 -2.1 0.4

Results
- Relative energy (zero: lowest compared OMol25 entry of this formula, charge and spin): 58.41 kJ/mol
- Total energy: -2091.981244 Ha
- Frontier orbital gap (spin up / spin down): 6.172 / 6.485 eV
- Net charge: +2
- HOMO energy (spin up / spin down): -0.6444 / -0.6602 Ha

=====

3.
The following is a DFT calculation (the ωB97M-V functional and the def2-TZVPD basis) of C4H5LiO5Rb as an isolated structure in a non-equilibrium geometry.

Last column: Löwdin charge in e.
CARTESIAN COORDINATES (ANGSTROEM)
H (0.536802, 1.660093, -0.785835)  0.146
O (-2.823074, 0.840867, -2.959127)  0.281
Li (2.315875, -2.870691, 2.959786)  0.874
C (-0.362672, 1.362016, -0.234647)  0.022
H (-3.544888, 1.420287, -3.266159)  0.193
O (2.232453, -2.174602, 0.938252)  -0.211
Rb (3.575915, -2.714122, -1.478373)  1.030
H (-0.891675, 2.255184, 0.110525)  0.151
H (-1.143917, 0.228846, 1.027168)  0.186
O (0.980851, -1.414841, 2.591912)  0.001
C (-0.002503, 0.461873, 0.891628)  -0.168
C (-2.188413, 1.278617, -1.967680)  -0.053
H (0.484548, 1.017945, 1.702167)  0.173
C (1.335957, -1.426020, 1.414461)  -0.782
O (-1.259449, 0.702030, -1.408262)  0.142
O (0.754190, -0.627484, 0.464185)  0.016

Forces on the atoms, in the same order (eV/Å):
H -0.5 0.0 -0.5
O 0.0 -0.3 -0.1
Li -0.4 0.5 -0.3
C 2.1 1.9 -1.2
H -0.1 0.1 0.0
O 0.3 -0.4 0.1
Rb 0.0 0.0 0.1
H -0.2 -0.4 -0.2
H 2.0 -0.8 1.6
O -0.1 0.2 0.4
C -4.0 -0.8 -0.6
C 0.2 0.4 0.5
H -0.6 0.0 -0.1
C 0.3 -0.5 -0.4
O 0.7 -0.2 1.1
O 0.2 0.2 -0.3

Results
- ⟨S²⟩: 0.75
- Relative energy (zero: lowest compared OMol25 entry of this formula, charge and spin): 74.50 kJ/mol
- Total energy: -562.671797 Ha
- Frontier orbital gap (spin up / spin down): 10.118 / 7.395 eV
- Net charge: +2
- 2S+1: 2
- HOMO energy (spin up / spin down): -0.6075 / -0.6075 Ha

=====

4.
The following is a DFT calculation (the ωB97M-V functional and the def2-TZVPD basis) of C4H5LiO7Rh as an isolated structure in a non-equilibrium geometry.

Last column: Löwdin charge in e.
CARTESIAN COORDINATES (ANGSTROEM)
O (-1.961679, 2.925171, -1.886320)  -0.060
H (-1.226861, -4.017981, 3.883705)  0.151
O (-0.289090, -3.809802, 3.970349)  0.212
H (-0.510733, 0.837032, 0.269636)  0.132
O (0.404017, -1.888386, 3.110941)  0.199
C (0.089612, -3.078451, 2.892221)  -0.698
C (-0.692867, 2.898669, -1.955517)  -0.729
H (-0.792219, 0.519477, -1.470131)  0.138
H (1.616349, 0.401736, -1.895483)  0.121
O (1.196871, -1.009786, -0.435828)  -0.383
Li (0.776231, -1.796944, 1.098431)  0.717
H (1.981976, 0.904182, -0.236686)  0.120
O (0.187983, -3.655131, 1.782324)  0.210
O (-0.119509, 3.404680, -2.971096)  -0.036
O (0.046189, 2.367340, -1.024355)  0.081
C (-0.095789, 0.959421, -0.741160)  -0.126
C (1.272283, 0.292110, -0.840606)  -0.425
Rh (-1.882763, 3.746662, -3.550424)  1.376

Forces on the atoms, in the same order (eV/Å):
O -1.0 -1.6 3.1
H -0.3 -0.4 0.1
O 0.2 0.8 -0.9
H 0.1 0.2 -0.3
O 0.0 -1.0 -1.2
C -0.2 -1.3 1.8
C 3.5 -2.4 3.9
H 0.1 0.1 0.2
H -0.1 -0.1 0.3
O -0.6 0.2 0.6
Li 0.6 0.7 -1.4
H -0.2 -0.1 -0.1
O 0.1 1.4 0.9
O 2.5 0.1 0.4
O -0.4 1.6 -1.3
C -0.6 -1.5 0.6
C 0.7 -0.1 -0.1
Rh -4.3 3.4 -6.6

Results
- ⟨S²⟩: 6.02
- Total energy: -799.713447 Ha
- Frontier orbital gap (spin up / spin down): 5.470 / 2.752 eV
- Net charge: +1
- 2S+1: 5
- HOMO energy (spin up / spin down): -0.4013 / -0.3986 Ha